(1)
{"formula": "C45H50BrI2KN6O8PS2", "method": "wB97M-V/def2-TZVPD", "elements": ["K", "C", "C", "N", "C", "C", "C", "O", "C", "C", "N", "C", "C", "C", "C", "C", "C", "I", "C", "O", "H", "H", "H", "H", "H", "H", "H", "H", "H", "H", "H", "H", "O", "C", "C", "C", "C", "C", "C", "N", "H", "H", "H", "H", "H", "H", "H", "O", "N", "C", "C", "C", "C", "C", "S", "H", "H", "H", "H", "Br", "C", "C", "C", "C", "C", "C", "I", "H", "H", "H", "H", "C", "C", "C", "N", "C", "S", "N", "C", "O", "C", "C", "C", "C", "C", "C", "H", "H", "H", "H", "H", "H", "H", "H", "H", "H", "H", "H", "H", "H", "C", "O", "P", "O", "C", "O", "C", "H", "H", "H", "H", "H", "H", "H", "H", "H"], "xyz": [[0.8140, -1.1594, 1.5126], [3.3582, -4.0092, 1.0877], [2.6967, -4.2468, -0.2457], [2.9119, -5.4330, -0.8506], [2.2724, -5.6542, -2.0110], [1.3813, -4.7713, -2.5889], [0.7318, -5.1323, -3.8807], [1.2456, -4.3861, -5.0089], [1.1121, -3.5160, -1.9655], [0.1296, -2.6169, -2.5117], [-0.3624, -1.4827, -1.9215], [-1.2260, -0.6885, -2.5796], [-1.3885, -0.6422, -4.0024], [-2.3183, 0.1794, -4.6140], [-3.1373, 1.0339, -3.8639], [-2.9717, 1.0623, -2.4748], [-2.0491, 0.2308, -1.8596], [-1.9520, 0.2716, 0.2376], [1.8607, -3.2205, -0.7617], [1.7801, -2.0676, -0.1684], [3.9572, -4.8825, 1.3526], [2.6163, -3.8323, 1.8776], [3.9928, -3.1219, 1.0654], [2.4698, -6.6154, -2.4886], [-0.3510, -4.9911, -3.8201], [0.9177, -6.1802, -4.1036], [1.3513, -3.4768, -4.7061], [-0.3146, -2.9325, -3.4598], [-0.7256, -1.2446, -4.6130], [-2.3925, 0.1771, -5.6989], [-3.8784, 1.6704, -4.3412], [-3.5858, 1.7249, -1.8683], [2.3450, -0.1442, -2.0355], [3.6708, -0.6092, -1.9684], [4.3005, -0.5630, -0.5839], [5.4190, -1.3419, -0.3021], [5.9892, -1.2707, 0.9578], [5.4411, -0.4118, 1.9003], [4.3425, 0.3457, 1.5236], [3.7751, 0.2730, 0.3137], [1.7983, -0.7599, -1.4753], [4.2670, 0.0277, -2.6279], [3.7438, -1.6334, -2.3473], [5.8138, -2.0171, -1.0561], [6.8415, -1.8923, 1.2076], [5.8497, -0.3344, 2.9022], [3.9059, 1.0660, 2.2127], [0.5358, 0.3550, 3.1552], [1.5994, 0.5945, 3.9071], [2.1344, 1.8471, 3.9198], [3.2266, 2.1649, 4.6827], [3.8036, 1.1610, 5.4767], [3.2766, -0.1088, 5.4499], [2.1611, -0.4423, 4.6367], [1.5216, -2.0149, 4.5431], [1.6295, 2.5544, 3.2723], [3.6300, 3.1692, 4.6381], [4.6523, 1.3876, 6.1141], [3.6945, -0.9118, 6.0368], [-4.3339, 3.5529, 4.2607], [-4.9321, 1.7855, 4.6012], [-6.2871, 1.6169, 4.8533], [-6.7914, 0.3507, 5.1141], [-5.9369, -0.7361, 5.1368], [-4.5852, -0.5583, 4.8922], [-4.0577, 0.7028, 4.6091], [-2.0184, 0.8175, 4.1289], [-6.9397, 2.4811, 4.8363], [-7.8528, 0.2187, 5.2984], [-6.3226, -1.7304, 5.3329], [-3.9150, -1.4122, 4.9130], [-2.7061, 5.4354, -0.4176], [-2.4629, 4.1765, 0.4166], [-0.9871, 3.8586, 0.6237], [-0.3704, 3.4848, -0.6423], [0.9278, 3.1804, -0.7735], [2.0772, 3.3407, 0.4212], [1.3310, 2.7332, -2.0358], [0.8727, 3.0973, -3.2939], [1.0553, 2.3979, -4.2414], [0.3349, 4.4985, -3.5016], [-0.5354, 4.7082, -4.5550], [-0.9840, 5.9904, -4.8552], [-0.5284, 7.0758, -4.1215], [0.3742, 6.8709, -3.0886], [0.7975, 5.5850, -2.7743], [-3.7768, 5.6046, -0.5708], [-2.2340, 5.3578, -1.4014], [-2.2898, 6.3187, 0.0821], [-2.9392, 3.3137, -0.0655], [-2.9245, 4.2816, 1.4001], [-0.8768, 3.0400, 1.3386], [-0.4474, 4.7166, 1.0261], [-0.9935, 3.1229, -1.3550], [1.9711, 1.9129, -2.0317], [-0.8582, 3.8455, -5.1258], [-1.6828, 6.1415, -5.6698], [-0.8696, 8.0779, -4.3567], [0.7512, 7.7149, -2.5214], [1.5131, 5.4325, -1.9699], [-0.3265, -5.8780, 0.8355], [-1.2395, -5.0330, 0.1274], [-1.2952, -3.4243, 0.4557], [-2.7563, -3.1816, -0.2447], [-3.0079, -3.5058, -1.6179], [-1.8654, -3.6186, 1.9914], [-1.9391, -2.5064, 2.8756], [-0.5031, -6.8965, 0.4921], [-0.5098, -5.8266, 1.9144], [0.7099, -5.6189, 0.6306], [-3.3684, -2.6165, -2.1347], [-3.7709, -4.2867, -1.6649], [-2.1137, -3.8676, -2.1288], [-2.0475, -2.9134, 3.8815], [-2.8074, -1.8851, 2.6291], [-1.0404, -1.8817, 2.8624]], "forces_ev_per_angstrom": [[-0.5, 0.0, 0.2], [-0.1, -0.1, -0.1], [0.0, -0.3, -0.2], [-0.2, 0.3, 0.1], [0.1, 0.1, 0.3], [0.1, 0.1, 0.1], [0.1, 0.1, -0.2], [-0.1, -0.2, 0.1], [-0.3, 0.5, 0.1], [0.0, 0.6, 0.3], [0.2, -0.8, -0.1], [0.3, -0.1, -0.1], [-0.2, 0.1, 0.0], [0.0, 0.0, 0.3], [0.1, 0.0, -0.1], [0.1, -0.1, -0.1], [-0.1, 0.1, -0.2], [-0.1, 0.1, -0.2], [0.0, 0.2, -0.3], [1.5, -1.7, -2.2], [0.0, 0.0, 0.0], [0.1, 0.0, -0.1], [0.0, 0.0, 0.0], [0.0, 0.1, 0.0], [-0.1, 0.0, 0.0], [0.1, -0.1, -0.1], [0.0, 0.0, 0.1], [-0.1, 0.1, 0.0], [-0.1, 0.0, 0.0], [0.0, 0.0, 0.1], [0.1, -0.1, 0.1], [0.0, -0.1, -0.1], [0.2, 0.0, 0.2], [-0.3, 0.1, 0.2], [-0.3, 0.2, 0.1], [0.1, -0.1, 0.0], [0.0, 0.0, -0.1], [0.0, 0.0, 0.0], [-0.1, 0.0, -0.4], [0.2, -0.1, 0.2], [0.2, 0.2, -0.1], [0.0, 0.0, -0.1], [0.0, -0.1, 0.0], [-0.1, 0.0, 0.1], [0.0, 0.0, 0.0], [-0.1, 0.0, -0.1], [0.0, -0.1, -0.1], [0.1, 1.7, 1.6], [0.2, 0.1, 0.2], [-0.3, -0.2, 0.0], [0.1, -0.1, 0.0], [-0.1, -0.1, 0.0], [0.0, 0.5, -0.2], [-0.2, -0.2, 0.0], [0.1, 0.1, 0.1], [0.0, -0.1, 0.0], [-0.1, -0.1, 0.0], [0.0, 0.0, -0.1], [0.0, 0.0, 0.0], [0.0, 0.0, 0.0], [-0.1, -0.1, 0.1], [-0.1, 0.0, 0.0], [-0.2, 0.2, 0.0], [0.1, -0.2, 0.0], [0.1, -0.1, 0.0], [0.0, 0.1, 0.0], [0.1, -0.1, 0.1], [0.0, -0.1, 0.0], [0.1, 0.0, 0.0], [0.1, 0.1, 0.0], [-0.1, 0.1, -0.1], [0.0, 0.0, 0.1], [0.1, 0.1, -0.2], [-0.1, 0.0, -0.1], [0.1, -0.2, -0.1], [0.4, 0.3, 0.0], [-0.3, 0.1, 0.0], [0.0, -0.5, -0.1], [0.1, 1.0, 1.2], [0.2, -0.9, -1.3], [0.1, -0.2, 0.3], [-0.4, 0.0, -0.2], [0.0, -0.2, -0.1], [0.0, 0.0, 0.0], [0.1, 0.0, 0.1], [0.2, 0.2, 0.3], [0.1, 0.0, 0.0], [0.0, 0.0, 0.0], [0.0, -0.1, -0.1], [0.0, 0.1, 0.1], [0.0, 0.0, 0.0], [0.1, -0.1, 0.0], [0.0, 0.1, 0.0], [0.0, -0.1, 0.1], [-0.5, 0.3, 0.1], [0.0, 0.1, 0.0], [0.0, 0.0, 0.0], [0.0, 0.0, 0.0], [0.0, -0.1, 0.0], [-0.1, 0.0, -0.1], [-0.2, 0.2, 0.0], [0.2, -0.2, 0.1], [-0.6, -0.7, 0.2], [0.0, 0.0, -0.4], [0.1, 0.0, 0.2], [0.0, 0.1, 0.2], [-0.1, -0.1, -0.2], [0.0, 0.0, 0.0], [0.0, 0.0, -0.1], [0.1, 0.1, -0.1], [0.0, 0.1, 0.0], [0.0, 0.0, 0.1], [0.0, 0.0, 0.1], [0.0, 0.1, 0.0], [0.1, 0.0, 0.0], [-0.2, -0.2, 0.2]], "homo_lumo_gap_ev": [3.354, 5.239], "de_lowest_kj_mol": 0.0, "largest_force_ev_per_a": 3.1, "charge": -2, "spin_multiplicity": 2}

***

(2)
{"formula": "C45H50F40O15", "method": "wB97M-V/def2-TZVPD", "elements": ["O", "C", "O", "C", "C", "C", "H", "H", "H", "H", "H", "H", "O", "C", "O", "C", "C", "C", "H", "H", "H", "H", "H", "H", "O", "C", "O", "C", "C", "C", "H", "H", "H", "H", "H", "H", "O", "C", "O", "C", "C", "C", "H", "H", "H", "H", "H", "H", "O", "C", "O", "C", "C", "C", "H", "H", "H", "H", "H", "H", "C", "C", "C", "F", "F", "F", "F", "O", "C", "C", "F", "F", "F", "F", "H", "H", "H", "H", "C", "C", "C", "F", "F", "F", "F", "O", "C", "C", "F", "F", "F", "F", "H", "H", "H", "H", "C", "C", "C", "F", "F", "F", "F", "O", "C", "C", "F", "F", "F", "F", "H", "H", "H", "H", "C", "C", "C", "F", "F", "F", "F", "O", "C", "C", "F", "F", "F", "F", "H", "H", "H", "H", "C", "C", "C", "F", "F", "F", "F", "O", "C", "C", "F", "F", "F", "F", "H", "H", "H", "H"], "xyz": [[5.4319, 15.7523, -14.9848], [5.8110, 15.7242, -13.7830], [4.9386, 15.6740, -12.8015], [5.6118, 15.7772, -11.4836], [7.0438, 15.4777, -11.8107], [7.1858, 15.9424, -13.2683], [5.2278, 15.0247, -10.7947], [5.4249, 16.7452, -11.0188], [7.3077, 14.4240, -11.7205], [7.6562, 15.9918, -11.0699], [7.9387, 15.4116, -13.8510], [7.4772, 16.9912, -13.3239], [-1.8344, 17.1070, -10.2615], [-0.8647, 17.6160, -9.8139], [-0.1439, 17.1452, -8.7318], [0.8859, 18.0055, -8.2924], [1.1602, 18.9096, -9.5256], [-0.2137, 18.9653, -10.2737], [1.7154, 17.4421, -7.8652], [0.5083, 18.5217, -7.4098], [2.0083, 18.5778, -10.1246], [1.4015, 19.9465, -9.2917], [-0.0354, 18.9989, -11.3485], [-0.9101, 19.7133, -9.8948], [7.0001, 17.4800, -22.9773], [7.5678, 16.9642, -22.0219], [6.8820, 16.4546, -21.1293], [7.6889, 15.6789, -20.2508], [9.0303, 15.5214, -20.8484], [9.0291, 16.5989, -21.8679], [7.2224, 14.6941, -20.2244], [7.8868, 16.1374, -19.2820], [9.2465, 14.5381, -21.2661], [9.8540, 15.6784, -20.1520], [9.5742, 16.2720, -22.7535], [9.5527, 17.4202, -21.3786], [5.1662, 21.2723, -12.6134], [4.9250, 21.7764, -13.7172], [4.6974, 23.0775, -13.9349], [4.9944, 23.4074, -15.2354], [5.7969, 22.2442, -15.8517], [5.2107, 21.1054, -15.0923], [5.5881, 24.3139, -15.3530], [4.0297, 23.6331, -15.6898], [6.8655, 22.3370, -15.6574], [5.6827, 22.2506, -16.9357], [5.9951, 20.3540, -15.0015], [4.2882, 20.7095, -15.5170], [7.5958, 8.6417, -5.9354], [7.1274, 8.6933, -7.0726], [5.9686, 8.0051, -7.3230], [5.5745, 8.3969, -8.6671], [6.3278, 9.7238, -9.0000], [7.6333, 9.4969, -8.2177], [4.5027, 8.4655, -8.8529], [5.8099, 7.6571, -9.4323], [5.8073, 10.6248, -8.6755], [6.5251, 9.8010, -10.0693], [8.2908, 10.3553, -8.0803], [8.2464, 8.7532, -8.7267], [13.8854, 10.4567, -10.1612], [14.8710, 9.5881, -11.0646], [14.0615, 8.9851, -12.3182], [13.4418, 9.8129, -13.1073], [14.7833, 8.1499, -13.0495], [15.8553, 10.4224, -11.5659], [15.4533, 8.6730, -10.2841], [13.8718, 11.8391, -10.4986], [12.7902, 12.7112, -9.8178], [12.7728, 14.1896, -10.2038], [12.7348, 14.5542, -11.4899], [11.6672, 14.7664, -9.6822], [11.6483, 12.1030, -10.3202], [12.8405, 12.5243, -8.4860], [14.1866, 10.3221, -9.1224], [12.8629, 10.1029, -10.2930], [13.2611, 8.3590, -11.9238], [13.6560, 14.6363, -9.7472], [1.1470, 15.3710, -17.8440], [-0.3014, 14.8822, -17.4383], [-0.5773, 14.8528, -15.9020], [0.1345, 13.9088, -15.3095], [-0.3250, 16.0337, -15.4209], [-1.2183, 15.5742, -18.0925], [-0.5092, 13.7042, -18.0288], [1.2624, 15.8949, -19.2237], [1.5632, 14.9464, -20.2378], [1.5178, 15.4845, -21.7098], [1.7187, 14.5080, -22.5784], [0.3968, 16.1409, -22.0472], [2.7916, 14.4221, -20.0219], [0.5860, 13.9837, -20.1501], [1.6865, 14.4329, -17.7136], [1.5180, 16.1395, -17.1658], [-1.6209, 14.5858, -15.7353], [2.2972, 16.2389, -21.8173], [12.9141, 21.1333, -16.4656], [11.9130, 20.0023, -16.1126], [11.2224, 19.2887, -17.3235], [10.3507, 18.4150, -16.8990], [10.7871, 20.0703, -18.2466], [12.4884, 19.2071, -15.2960], [10.9517, 20.6199, -15.3801], [14.0688, 20.5493, -17.1083], [14.4229, 21.0380, -18.4002], [15.5633, 20.1838, -18.9541], [15.9717, 20.6532, -20.1781], [16.6746, 20.1944, -18.1684], [13.4467, 21.1247, -19.2305], [14.8023, 22.2632, -18.1210], [13.2350, 21.6214, -15.5453], [12.4233, 21.8448, -17.1296], [11.9707, 18.6445, -17.7852], [15.1439, 19.2108, -19.2100], [10.2985, 21.3484, -5.3420], [11.6875, 21.1260, -4.7076], [12.6794, 22.3050, -5.0516], [12.2137, 23.5150, -4.8554], [13.8236, 22.1949, -4.3667], [11.5233, 21.1782, -3.4413], [12.1748, 19.9387, -5.1426], [10.0991, 21.7622, -6.7879], [10.2468, 20.6679, -7.7206], [10.0284, 21.2140, -9.1335], [10.9431, 21.9894, -9.7259], [9.9032, 20.1604, -9.8905], [11.4578, 20.0996, -7.6382], [9.4122, 19.7004, -7.4441], [9.8907, 22.2226, -4.8345], [9.6637, 20.4823, -5.1547], [12.8333, 22.2124, -6.1267], [9.0342, 21.6590, -9.0932], [3.9759, 13.9604, -5.3972], [5.4775, 14.3121, -5.5191], [6.2837, 14.5125, -4.1318], [5.7738, 15.5670, -3.4462], [6.2912, 13.4525, -3.4251], [6.0261, 13.3008, -6.2985], [5.4947, 15.4754, -6.3611], [3.3134, 13.8609, -6.7170], [2.3026, 12.8382, -7.0289], [2.1839, 12.9036, -8.5896], [3.2156, 12.4669, -9.2256], [1.0718, 12.2284, -8.9454], [2.5842, 11.5991, -6.7157], [1.1884, 13.2215, -6.4119], [3.5154, 14.8182, -4.9073], [3.6957, 13.1876, -4.6814], [7.3663, 14.5491, -4.2533], [2.0977, 13.9054, -9.0103]], "forces_ev_per_angstrom": [[1.3, -0.5, 3.7], [-1.4, 1.3, -4.8], [-0.7, -0.2, 1.9], [-0.6, -0.9, -0.6], [1.2, 0.4, 0.3], [1.1, -0.4, 0.7], [-0.4, 0.0, -0.3], [0.1, 0.2, -0.5], [-0.4, -0.1, 0.0], [0.4, 0.1, -0.3], [-0.2, -0.1, 0.1], [-0.4, 0.2, -0.1], [-0.3, -0.7, 0.2], [1.5, 1.6, 0.1], [-1.1, -1.1, -0.6], [-0.1, 1.0, -0.3], [-0.6, 1.2, 0.5], [1.0, -2.1, 0.9], [0.2, -0.3, -0.7], [-0.2, 0.6, -0.2], [-0.4, -0.4, -0.2], [0.3, -0.1, 0.5], [-0.6, 0.1, 0.1], [0.3, 0.4, -0.2], [1.3, 0.3, 0.7], [1.3, 1.9, -6.7], [-2.5, -2.0, 5.0], [-0.3, -1.6, 1.4], [1.7, -1.0, -0.3], [1.1, 0.9, -0.3], [-0.3, 0.3, 0.8], [-1.2, 0.1, 0.1], [-0.4, -0.1, -0.2], [-0.2, 0.0, 0.3], [-0.5, 0.7, -0.3], [0.0, 0.5, -0.6], [-1.5, 1.5, -2.5], [2.5, -2.2, 1.6], [0.0, -0.2, 2.5], [0.4, 1.1, -2.5], [-0.9, 1.2, -0.5], [0.3, -0.6, 0.8], [-0.1, 0.2, 0.8], [0.1, -0.3, -0.7], [-0.1, 0.2, 0.2], [-0.2, -0.3, 0.0], [-0.7, -0.5, 0.4], [0.1, -0.1, 0.0], [-0.6, 0.0, -2.4], [0.7, 0.0, 4.8], [0.4, 1.1, -1.9], [-0.2, 0.7, -1.2], [0.3, -0.8, -0.1], [-0.7, -0.6, -1.1], [-0.2, 0.3, 1.1], [0.8, -0.4, 0.4], [-0.1, -0.1, 0.2], [-0.2, 0.0, 0.0], [-0.4, -0.1, 0.8], [0.1, 0.0, -0.5], [-0.4, -0.1, 0.1], [-1.0, 3.0, -1.4], [-0.5, -2.4, 3.0], [-0.1, 2.4, -1.0], [1.6, -0.3, -0.7], [-0.5, -0.8, 0.4], [-0.3, -0.4, -0.5], [-0.8, 3.2, 1.0], [0.5, -5.3, -2.7], [0.9, 1.5, 0.6], [0.4, -1.2, -0.5], [-0.2, -0.5, 0.7], [0.3, 1.0, 1.1], [-0.1, 0.6, -1.0], [0.1, -0.1, 0.0], [0.0, -0.5, 0.1], [-0.1, -0.1, 0.8], [0.1, 0.1, 0.1], [-0.6, -0.7, -0.4], [1.5, 0.5, -1.4], [-1.9, -1.4, -2.3], [1.3, -0.7, 0.6], [0.7, 2.0, 1.1], [-1.4, 2.6, 0.4], [0.4, -2.5, 1.1], [0.3, -1.0, -0.4], [-2.1, 0.4, 1.4], [1.2, 2.2, 0.9], [0.0, -1.0, -0.2], [-0.9, -0.4, 0.5], [-0.6, -0.2, -0.2], [1.3, -0.1, -0.5], [0.6, 0.3, -0.1], [0.0, 0.0, -0.3], [-0.3, 0.2, -0.1], [0.5, -0.2, 0.1], [0.0, -0.6, -1.2], [-0.9, 3.5, -1.8], [4.7, -2.0, 1.2], [-2.6, -0.8, 1.0], [-1.7, 2.2, -1.4], [1.5, -3.1, 1.5], [-1.1, 0.6, 0.1], [-0.4, -1.1, -1.3], [1.2, -0.2, 4.3], [0.7, -0.2, -1.1], [-0.4, 0.5, 0.5], [-1.3, -0.3, -0.2], [-2.0, -0.5, -1.7], [1.2, 2.3, -0.6], [-0.1, -0.1, 0.0], [0.0, 0.1, 0.1], [0.7, 0.2, -0.1], [0.4, -0.5, 0.8], [-1.1, 1.1, -1.2], [0.1, 2.2, -3.9], [0.2, -2.3, -2.3], [-1.3, 1.3, 0.9], [0.3, -0.4, 0.3], [-0.6, -1.0, 3.7], [0.5, 0.1, 0.7], [1.4, -2.5, 0.4], [1.8, 2.8, 1.6], [-1.9, 0.6, 0.6], [0.4, 0.4, 1.0], [0.0, -2.4, -1.7], [0.8, 0.2, 0.0], [-1.5, -0.7, 0.1], [-0.1, -0.2, 0.0], [0.2, 0.0, 0.1], [0.6, -0.1, -0.2], [0.1, 0.9, -0.2], [-1.4, 1.0, 0.1], [-1.3, -0.3, -2.0], [1.2, 2.0, -3.1], [-0.1, -0.4, -0.3], [-2.0, -3.7, 2.5], [0.4, 1.1, 1.2], [0.6, -1.6, 1.9], [0.2, -1.9, 0.5], [2.0, 3.0, -0.8], [-2.3, 2.7, 0.7], [2.6, -2.2, -0.7], [-0.1, -0.7, 0.0], [0.6, -0.8, 1.0], [-0.5, -0.4, 0.0], [0.0, 0.4, -0.2], [0.6, -0.7, -0.5], [0.1, 1.8, -1.2], [-0.7, 0.6, 0.9]], "homo_lumo_gap_ev": 9.788, "smiles": "FC(F)C(F)(F)COC(F)(F)C(F)F.FC(F)C(F)(F)COC(F)(F)C(F)F.FC(F)C(F)(F)COC(F)(F)C(F)F.FC(F)C(F)(F)COC(F)(F)C(F)F.FC(F)C(F)(F)COC(F)(F)C(F)F.O=C1CCCO1.O=C1CCCO1.O=C1CCCO1.O=C1CCCO1.O=C1CCCO1", "de_lowest_kj_mol": 901.5, "largest_force_ev_per_a": 7.0, "charge": 0}